A cluster of 8 separate species, C19H27Cl23NO in total. Source: the OMol25 dataset; level of theory: ωB97M-V/def2-TZVPD.

```
71
Properties=species:S:1:pos:R:3:mulliken_charge:R:1
C 1.899 -3.689 -0.209 -1.4283
C 0.905 -2.583 -0.033 0.6726
Cl 0.831 -2.012 1.610 -0.1728
C 0.117 -2.029 -0.961 -0.4283
Cl 0.200 -2.657 -2.592 0.0455
C -0.894 -0.908 -0.810 0.8806
C -0.215 0.407 -0.380 -1.3009
C -1.070 1.392 0.454 1.7933
C -0.542 1.526 1.894 -1.3343
C -0.943 2.790 -0.187 -1.8836
N -2.513 1.040 0.432 0.7485
O -3.120 1.449 -0.623 -0.6530
C -2.887 -0.340 0.832 1.6973
C -2.778 -0.568 2.344 -1.8089
C -4.376 -0.524 0.481 -1.7767
C -2.067 -1.414 0.073 -1.7830
H 2.823 -3.421 0.307 0.3164
H 2.130 -3.864 -1.255 0.3853
H 1.535 -4.602 0.266 0.3135
H -1.298 -0.749 -1.808 0.5250
H 0.706 0.218 0.171 0.1205
H 0.092 0.918 -1.293 0.2180
H -0.208 0.579 2.315 0.1879
H -1.344 1.924 2.520 -0.1707
H 0.277 2.243 1.922 0.5666
H -1.707 3.464 0.202 0.3513
H -1.047 2.754 -1.269 0.4074
H 0.037 3.203 0.052 0.4635
H -3.107 -1.589 2.544 0.5398
H -3.430 0.101 2.905 0.3395
H -1.754 -0.502 2.704 0.2866
H -4.956 0.321 0.854 0.4228
H -4.747 -1.415 0.993 0.4610
H -4.536 -0.644 -0.586 0.3946
H -1.694 -2.156 0.778 0.4099
H -2.750 -1.954 -0.584 0.2243
C 3.543 0.433 -2.277 -0.2748
Cl 3.689 -0.448 -0.764 -0.0647
Cl 2.364 -0.318 -3.360 0.0114
Cl 3.131 2.128 -1.977 -0.1242
H 4.508 0.408 -2.765 0.4265
C 5.702 2.384 1.472 0.0581
Cl 6.817 1.576 0.365 -0.1171
Cl 4.388 1.306 1.932 -0.0743
Cl 6.556 2.991 2.890 -0.1308
H 5.273 3.229 0.951 0.2577
C -2.558 4.432 4.663 -0.0550
Cl -0.793 4.476 4.787 -0.1476
Cl -3.049 3.482 3.262 -0.0482
Cl -3.283 3.785 6.134 -0.1145
H -2.910 5.446 4.526 0.3846
C -1.912 7.505 8.497 0.0377
Cl -0.786 8.737 9.063 -0.1222
Cl -3.533 8.173 8.297 -0.1264
Cl -1.346 6.773 6.995 -0.0753
H -1.962 6.727 9.246 0.2827
C -1.744 -2.762 -6.189 0.1184
Cl -3.005 -1.744 -6.880 -0.1340
Cl -1.333 -4.088 -7.276 -0.1191
Cl -0.313 -1.812 -5.791 -0.0561
H -2.124 -3.189 -5.270 0.1907
C 0.686 -6.685 -3.394 0.6225
Cl 2.445 -6.820 -3.417 -0.1237
Cl -0.017 -7.350 -4.868 -0.1285
Cl 0.007 -7.471 -1.967 -0.1321
H 0.433 -5.635 -3.347 -0.2513
C 4.674 -2.381 -5.560 0.0007
Cl 5.829 -3.133 -6.657 -0.1286
Cl 3.244 -3.398 -5.384 -0.0352
Cl 5.441 -2.026 -4.006 -0.1176
H 4.366 -1.439 -5.994 0.2792
```

Properties
E_LUMO (alpha / beta) ... 0.27 / 0.26 eV
Max |F| ... 1.197 eV/Å
Multiplicity ... 2
Expectation value of S² ... 0.75
Highest occupied orbital energy (alpha / beta) ... -0.3068 / -0.3392 hartree